1.
{
  "formula": "C3H2AgLiMgO3",
  "method": "ωB97M-V/def2-TZVPD",
  "max_force_ev_per_a": 4.3,
  "e_homo_ev": -14.9324,
  "total_charge": 2,
  "energy_ev": -18915.7199,
  "orbital_gap_ha": 0.2156,
  "species": ["Ag", "Mg", "O", "O", "O", "C", "C", "C", "Li", "H", "H"],
  "xyz": [[-2.464, -1.850, 1.415], [4.057, 0.152, 0.351], [-2.173, 0.037, 0.247], [2.344, -0.832, 0.015], [1.116, 0.661, -1.072], [2.329, 0.275, -0.841], [-0.930, 0.512, 0.235], [0.118, -0.180, -0.247], [-3.759, 0.917, -0.165], [-0.771, 1.541, 0.589], [0.133, -1.234, -0.526]]
}

---

2.
{
  "formula": "C5H6Cl2SSi",
  "method": "ωB97M-V/def2-TZVPD",
  "max_force_ev_per_a": 3.4,
  "e_homo_ev": [-8.2999, -7.2647],
  "total_charge": 0,
  "e_above_lowest_ev": 6.9093,
  "energy_ev": -49035.6594,
  "orbital_gap_ha": [0.2782, 0.2478],
  "species": ["Cl", "Cl", "S", "Si", "C", "C", "C", "C", "C", "H", "H", "H", "H", "H", "H"],
  "xyz": [[1.147, 2.029, 0.181], [-0.343, 3.335, 2.428], [1.256, -1.344, 0.249], [-1.645, -0.378, 1.300], [-0.658, -0.608, -1.348], [1.594, -1.091, -1.366], [0.530, -0.723, -2.135], [-0.496, -0.942, -0.065], [0.497, 1.949, 1.821], [-1.661, -0.472, -1.719], [-1.693, -1.366, 2.534], [2.466, -1.586, -1.717], [0.601, -0.676, -3.259], [1.031, 1.573, 2.626], [-2.627, 0.300, 0.469]]
}

---

3.
{
  "formula": "C19H34F6OP2Pb",
  "method": "ωB97M-V/def2-TZVPD",
  "max_force_ev_per_a": 2.4,
  "e_homo_ev": [-14.6118, -14.5612],
  "total_charge": 2,
  "e_above_lowest_ev": 1.9336,
  "energy_ev": -62411.6899,
  "orbital_gap_ha": [0.1730, 0.1611],
  "species": ["Pb", "P", "P", "F", "F", "F", "F", "F", "F", "O", "C", "C", "C", "C", "C", "C", "C", "C", "C", "C", "C", "C", "C", "C", "C", "C", "C", "C", "C", "H", "H", "H", "H", "H", "H", "H", "H", "H", "H", "H", "H", "H", "H", "H", "H", "H", "H", "H", "H", "H", "H", "H", "H", "H", "H", "H", "H", "H", "H", "H", "H", "H", "H"],
  "xyz": [[1.374, -0.326, 2.467], [0.363, -2.443, 0.541], [0.070, 1.637, 0.669], [-1.855, 3.501, 5.335], [-1.847, 1.284, 6.897], [-0.849, 3.461, 3.390], [-2.742, 0.163, 5.229], [-2.718, 2.345, 3.680], [-0.871, -0.532, 6.142], [-0.416, 0.676, 3.645], [0.557, 0.303, -0.524], [1.113, -1.726, -3.525], [-1.379, 0.511, -4.349], [1.997, -0.957, -4.464], [-1.013, -0.979, -4.659], [-1.565, 0.581, 5.757], [-0.213, -1.018, -0.494], [-0.228, -1.732, -3.623], [1.958, -2.927, -0.247], [0.548, 1.941, 5.480], [-0.680, 1.439, 4.732], [0.359, -2.148, 3.414], [-0.770, -3.769, -0.016], [-0.439, 1.265, -3.455], [0.900, 1.246, -3.602], [1.618, 0.526, -4.710], [-1.551, 2.692, 4.284], [-1.668, 2.003, 0.246], [1.046, 3.076, 0.069], [2.656, -2.079, -0.304], [3.029, -0.986, -4.082], [0.752, -2.287, 4.434], [-0.944, 1.920, -2.728], [-2.198, 1.148, -0.203], [1.805, -3.339, -1.256], [2.038, -1.450, -5.450], [-0.721, -4.563, 0.747], [-1.980, -1.492, -4.775], [-0.712, -1.896, 3.438], [-2.150, 2.237, 1.209], [0.887, 3.892, 0.794], [-1.795, -3.377, -0.073], [-0.130, -1.494, -1.475], [-0.517, -1.003, -5.644], [-0.465, -4.174, -0.995], [1.037, 0.587, -5.642], [2.414, -3.714, 0.375], [-1.509, 1.028, -5.320], [-0.842, -2.435, -3.044], [-1.286, -0.853, -0.299], [1.548, 1.847, -2.956], [1.644, 0.124, -0.495], [-2.378, 0.532, -3.883], [1.157, 2.527, 4.782], [0.255, 2.573, 6.323], [1.097, 1.064, 5.844], [0.364, 0.814, -1.467], [0.504, -3.069, 2.826], [1.649, -2.381, -2.828], [2.121, 2.835, 0.076], [2.563, 1.062, -4.885], [-1.761, 2.879, -0.414], [0.767, 3.430, -0.939]]
}

---

Copy entry 3 word for word.
{
  "formula": "C19H34F6OP2Pb",
  "method": "ωB97M-V/def2-TZVPD",
  "max_force_ev_per_a": 2.4,
  "e_homo_ev": [-14.6118, -14.5612],
  "total_charge": 2,
  "e_above_lowest_ev": 1.9336,
  "energy_ev": -62411.6899,
  "orbital_gap_ha": [0.1730, 0.1611],
  "species": ["Pb", "P", "P", "F", "F", "F", "F", "F", "F", "O", "C", "C", "C", "C", "C", "C", "C", "C", "C", "C", "C", "C", "C", "C", "C", "C", "C", "C", "C", "H", "H", "H", "H", "H", "H", "H", "H", "H", "H", "H", "H", "H", "H", "H", "H", "H", "H", "H", "H", "H", "H", "H", "H", "H", "H", "H", "H", "H", "H", "H", "H", "H", "H"],
  "xyz": [[1.374, -0.326, 2.467], [0.363, -2.443, 0.541], [0.070, 1.637, 0.669], [-1.855, 3.501, 5.335], [-1.847, 1.284, 6.897], [-0.849, 3.461, 3.390], [-2.742, 0.163, 5.229], [-2.718, 2.345, 3.680], [-0.871, -0.532, 6.142], [-0.416, 0.676, 3.645], [0.557, 0.303, -0.524], [1.113, -1.726, -3.525], [-1.379, 0.511, -4.349], [1.997, -0.957, -4.464], [-1.013, -0.979, -4.659], [-1.565, 0.581, 5.757], [-0.213, -1.018, -0.494], [-0.228, -1.732, -3.623], [1.958, -2.927, -0.247], [0.548, 1.941, 5.480], [-0.680, 1.439, 4.732], [0.359, -2.148, 3.414], [-0.770, -3.769, -0.016], [-0.439, 1.265, -3.455], [0.900, 1.246, -3.602], [1.618, 0.526, -4.710], [-1.551, 2.692, 4.284], [-1.668, 2.003, 0.246], [1.046, 3.076, 0.069], [2.656, -2.079, -0.304], [3.029, -0.986, -4.082], [0.752, -2.287, 4.434], [-0.944, 1.920, -2.728], [-2.198, 1.148, -0.203], [1.805, -3.339, -1.256], [2.038, -1.450, -5.450], [-0.721, -4.563, 0.747], [-1.980, -1.492, -4.775], [-0.712, -1.896, 3.438], [-2.150, 2.237, 1.209], [0.887, 3.892, 0.794], [-1.795, -3.377, -0.073], [-0.130, -1.494, -1.475], [-0.517, -1.003, -5.644], [-0.465, -4.174, -0.995], [1.037, 0.587, -5.642], [2.414, -3.714, 0.375], [-1.509, 1.028, -5.320], [-0.842, -2.435, -3.044], [-1.286, -0.853, -0.299], [1.548, 1.847, -2.956], [1.644, 0.124, -0.495], [-2.378, 0.532, -3.883], [1.157, 2.527, 4.782], [0.255, 2.573, 6.323], [1.097, 1.064, 5.844], [0.364, 0.814, -1.467], [0.504, -3.069, 2.826], [1.649, -2.381, -2.828], [2.121, 2.835, 0.076], [2.563, 1.062, -4.885], [-1.761, 2.879, -0.414], [0.767, 3.430, -0.939]]
}